(1)
Formula: C40H66BCrN2O4
Source: the OMol25 dataset
Level of theory: wB97M-V/def2-TZVPD

CARTESIAN COORDINATES (ANGSTROEM)
Cr  0.93  1.05  -1.10
C  4.09  2.05  -1.60
N  3.16  1.23  -2.35
C  2.85  1.81  -3.65
C  3.65  -0.15  -2.47
C  3.18  -1.05  -1.33
N  1.72  -1.08  -1.25
C  1.23  -1.67  0.01
C  1.78  -1.12  1.31
C  1.84  -2.03  2.36
C  2.25  -1.67  3.63
C  2.59  -0.33  3.82
C  2.55  0.62  2.83
C  2.14  0.23  1.51
O  2.15  1.09  0.53
C  2.98  2.07  3.12
C  4.20  2.41  2.26
C  1.85  3.07  2.83
C  3.38  2.27  4.58
C  2.31  -2.65  4.81
C  1.94  -4.07  4.39
C  1.32  -2.20  5.90
C  3.72  -2.68  5.39
C  1.15  -1.85  -2.37
C  -0.32  -1.69  -2.61
C  -1.14  -2.81  -2.64
C  -2.47  -2.74  -3.03
C  -2.94  -1.47  -3.41
C  -2.17  -0.32  -3.39
C  -0.83  -0.41  -2.94
O  -0.05  0.64  -2.83
C  -2.74  1.02  -3.84
C  -2.76  2.01  -2.67
C  -4.18  0.90  -4.36
C  -1.89  1.59  -4.99
C  -3.41  -3.93  -3.04
C  -3.97  -4.14  -4.46
C  -2.71  -5.22  -2.62
C  -4.58  -3.68  -2.08
H  5.03  2.21  -2.16
H  3.64  3.02  -1.39
H  4.31  1.57  -0.66
H  3.74  1.84  -4.31
H  2.06  1.24  -4.12
H  2.49  2.83  -3.51
H  3.31  -0.54  -3.43
H  4.75  -0.16  -2.51
H  3.59  -2.06  -1.48
H  3.56  -0.67  -0.38
H  0.14  -1.55  -0.02
H  1.42  -2.75  -0.01
H  1.56  -3.06  2.15
H  2.91  -0.03  4.81
H  3.93  2.36  1.20
H  4.55  3.42  2.48
H  5.01  1.70  2.45
H  1.41  2.92  1.85
H  1.07  2.98  3.58
H  2.24  4.09  2.89
H  4.27  1.69  4.85
H  3.61  3.32  4.74
H  2.57  2.00  5.27
H  0.92  -4.13  4.01
H  2.61  -4.45  3.62
H  2.01  -4.73  5.26
H  0.31  -2.17  5.51
H  1.36  -2.88  6.75
H  1.57  -1.19  6.25
H  4.44  -3.00  4.64
H  4.03  -1.69  5.75
H  3.78  -3.37  6.24
H  1.67  -1.53  -3.28
H  1.38  -2.92  -2.22
H  -0.70  -3.76  -2.36
H  -3.97  -1.40  -3.73
H  -3.36  1.63  -1.85
H  -1.75  2.19  -2.29
H  -3.19  2.97  -3.00
H  -4.87  0.55  -3.58
H  -4.52  1.88  -4.69
H  -4.25  0.21  -5.21
H  -0.86  1.73  -4.66
H  -1.91  0.91  -5.84
H  -2.30  2.55  -5.31
H  -3.16  -4.31  -5.17
H  -4.64  -5.00  -4.49
H  -4.53  -3.27  -4.80
H  -1.89  -5.47  -3.29
H  -2.32  -5.15  -1.61
H  -3.43  -6.05  -2.64
H  -5.12  -2.78  -2.34
H  -5.28  -4.52  -2.10
H  -4.21  -3.56  -1.06
C  -1.87  1.64  2.81
C  -2.40  2.09  1.45
C  -3.86  1.70  1.33
O  -1.64  1.37  0.47
B  -0.61  2.19  -0.05
O  -0.84  3.50  0.41
C  -2.09  3.57  1.11
C  -1.90  4.48  2.32
C  -3.10  4.20  0.15
H  -1.97  0.56  2.89
H  -2.41  2.10  3.64
H  -0.81  1.87  2.91
H  -3.98  0.64  1.58
H  -4.22  1.85  0.31
H  -4.49  2.28  2.01
H  -1.08  4.13  2.95
H  -2.81  4.51  2.93
H  -1.68  5.49  1.99
H  -3.22  3.59  -0.74
H  -2.72  5.18  -0.16
H  -4.07  4.34  0.63

Values from the calculation:
Spin multiplicity = 5
Orbital gap (alpha / beta) = 6.43 / 6.64 eV
Total charge = -1
Highest occupied orbital energy (alpha / beta) = -3.92 / -4.12 eV

Results of the Löwdin charge analysis, in e, for atoms 1 through 8:
1 Cr 0.733
2 C -0.095
3 N -0.288
4 C -0.094
5 C -0.180
6 C -0.150
7 N -0.204
8 C -0.116


(2)
Formula: C20H26F15NiO11
Source: the OMol25 dataset
Level of theory: wB97M-V/def2-TZVPD

CARTESIAN COORDINATES (ANGSTROEM)
Ni  18.57  16.79  -6.65
O  17.77  18.45  -6.33
H  17.35  19.31  -6.33
C  17.42  21.30  -4.34
C  16.86  20.03  -3.73
O  16.90  20.11  -2.32
C  16.28  19.20  -1.58
O  15.69  18.26  -2.02
C  16.40  19.47  -0.08
F  17.10  20.57  0.20
F  15.21  19.56  0.49
F  17.04  18.40  0.43
H  17.48  21.27  -5.43
H  18.46  21.40  -4.02
H  16.93  22.21  -4.00
H  17.48  19.18  -4.03
H  15.85  19.85  -4.10
C  15.14  15.40  -4.10
C  14.97  16.75  -4.83
O  14.53  16.55  -6.18
C  15.43  16.29  -7.09
O  16.56  15.94  -6.84
C  14.91  16.31  -8.54
F  13.71  16.86  -8.59
F  15.74  17.03  -9.28
F  14.80  15.05  -8.96
H  14.16  14.95  -3.98
H  15.57  15.62  -3.12
H  15.74  14.67  -4.62
H  15.85  17.36  -4.66
H  14.11  17.22  -4.36
C  18.36  14.45  -11.44
C  18.73  15.22  -10.16
O  19.35  16.43  -10.61
C  19.67  17.36  -9.76
O  19.22  17.41  -8.63
C  20.77  18.33  -10.22
F  21.75  18.32  -9.32
F  21.30  17.89  -11.36
F  20.28  19.55  -10.35
H  17.80  13.55  -11.17
H  19.23  14.00  -11.92
H  17.88  15.11  -12.15
H  19.37  14.70  -9.44
H  17.83  15.49  -9.61
C  16.76  19.99  -9.13
C  18.18  20.48  -8.85
O  18.10  21.65  -8.03
C  19.20  22.30  -7.70
O  20.28  21.99  -8.09
C  18.95  23.53  -6.80
F  19.57  24.59  -7.32
F  17.65  23.70  -6.56
F  19.56  23.35  -5.61
H  16.11  20.79  -9.48
H  16.34  19.44  -8.30
H  16.86  19.25  -9.93
H  18.65  20.75  -9.80
H  18.80  19.80  -8.26
C  14.35  24.26  -7.47
C  14.64  23.11  -8.41
O  14.74  21.87  -7.63
C  13.59  21.32  -7.30
O  12.50  21.65  -7.65
C  13.77  20.11  -6.35
F  13.14  20.26  -5.18
F  13.16  19.07  -6.94
F  15.06  19.80  -6.17
H  15.20  24.36  -6.79
H  13.49  24.12  -6.81
H  14.22  25.25  -7.92
H  15.65  23.21  -8.80
H  13.90  22.94  -9.18

Values from the calculation:
Spin multiplicity = 3
ΔE to the lowest compared entry with this formula, charge and spin = 1.6532 eV
Orbital gap (alpha / beta) = 8.36 / 7.70 eV
Total charge = +1
Highest occupied orbital energy (alpha / beta) = -13.59 / -13.59 eV

Results of the Löwdin charge analysis, in e, for atoms 1 through 8:
1 Ni 0.990
2 O -0.248
3 H -0.027
4 C -0.040
5 C -0.220
6 O 0.056
7 C -0.383
8 O 0.165


(3)
Formula: C15H31Cl12FN
Source: the OMol25 dataset
Level of theory: wB97M-V/def2-TZVPD

CARTESIAN COORDINATES (ANGSTROEM)
N  -2.59  1.37  0.57
C  -1.46  2.33  0.45
C  -1.50  3.32  1.64
C  -1.93  4.72  1.22
F  -3.15  4.46  0.41
H  -2.50  0.64  -0.13
H  -3.42  1.92  0.37
H  -0.52  1.78  0.40
H  -1.58  2.88  -0.48
H  -0.52  3.42  2.10
H  -2.19  2.90  2.37
H  -1.17  5.03  0.48
Cl  -5.26  -1.10  0.04
C  -4.99  -2.20  -1.33
C  -3.52  -2.44  -1.58
Cl  -2.68  -0.99  -2.18
H  -5.47  -1.77  -2.21
H  -5.47  -3.14  -1.09
H  -3.40  -3.21  -2.33
H  -3.02  -2.76  -0.67
Cl  -0.27  2.71  5.56
C  -0.25  1.15  4.70
C  1.12  0.82  4.17
Cl  1.57  1.91  2.84
H  -0.98  1.19  3.90
H  -0.55  0.39  5.43
H  1.13  -0.20  3.77
H  1.88  0.90  4.95
Cl  2.53  4.93  4.12
C  3.80  5.90  3.35
C  3.38  6.38  1.99
Cl  3.22  5.03  0.84
H  4.70  5.29  3.29
H  4.00  6.75  4.00
H  4.13  7.06  1.59
H  2.42  6.89  2.03
Cl  -3.46  -4.97  0.53
C  -1.88  -5.74  0.79
C  -1.00  -5.62  -0.43
Cl  -1.61  -6.58  -1.80
H  -2.05  -6.77  1.06
H  -1.41  -5.22  1.62
H  0.00  -5.99  -0.20
H  -0.92  -4.59  -0.76
Cl  2.60  -5.97  -3.57
C  1.48  -6.16  -4.94
C  0.81  -4.86  -5.32
Cl  -0.32  -4.31  -4.07
H  0.75  -6.91  -4.67
H  2.07  -6.53  -5.78
H  0.24  -5.01  -6.23
H  1.54  -4.08  -5.49
Cl  1.63  2.55  -1.13
C  3.37  2.27  -1.26
C  3.76  1.62  -2.56
Cl  3.18  -0.07  -2.67
H  3.69  1.67  -0.41
H  3.86  3.24  -1.19
H  4.84  1.58  -2.66
H  3.35  2.16  -3.41

Values from the calculation:
Orbital gap = 2.76 eV
Total charge = -1
Highest occupied orbital energy = -0.93 eV

Results of the Löwdin charge analysis, in e, for atoms 1 through 8:
1 N -0.030
2 C -0.329
3 C -0.337
4 C -0.313
5 F -0.286
6 H -0.040
7 H 0.049
8 H 0.031


(4)
Formula: C64H55Cl5F4IN6O3PPbSi4Te
Source: the OMol25 dataset
Level of theory: wB97M-V/def2-TZVPD

CARTESIAN COORDINATES (ANGSTROEM)
Pb  0.06  0.01  -1.37
C  -4.93  -0.53  -4.12
O  -5.22  -1.06  -2.83
C  -5.07  -0.18  -1.80
C  -6.20  0.44  -1.27
C  -6.09  1.27  -0.17
C  -4.85  1.48  0.39
C  -3.69  0.88  -0.11
C  -2.48  1.17  0.68
N  -1.24  1.04  0.41
N  -0.43  1.58  1.40
C  0.82  1.23  1.30
O  1.31  0.38  0.46
C  1.77  1.89  2.24
C  1.31  2.68  3.29
C  2.21  3.35  4.10
C  3.57  3.23  3.88
C  4.04  2.43  2.84
C  3.14  1.76  2.03
C  -3.83  0.03  -1.21
O  -2.70  -0.60  -1.72
H  -4.72  -1.37  -4.77
H  -5.79  0.02  -4.50
H  -4.06  0.13  -4.08
H  -7.15  0.24  -1.74
H  -6.97  1.74  0.25
H  -4.76  2.12  1.26
H  -2.70  1.63  1.64
H  0.24  2.77  3.45
H  1.85  3.96  4.92
H  4.28  3.75  4.52
H  5.10  2.33  2.66
H  3.49  1.12  1.23
I  3.05  1.20  -1.94
C  2.86  1.52  -4.00
C  3.64  0.72  -4.79
C  3.77  0.97  -6.17
C  3.18  2.09  -6.69
C  2.37  2.93  -5.89
C  1.86  4.13  -6.45
C  1.09  4.97  -5.71
C  0.69  4.58  -4.42
C  1.13  3.41  -3.84
P  0.14  2.89  -2.37
C  0.55  4.14  -1.10
C  -0.25  4.30  0.03
C  0.13  5.18  1.04
C  1.32  5.87  0.95
C  2.14  5.68  -0.16
C  1.76  4.83  -1.17
C  -1.55  3.23  -3.00
C  -1.87  2.63  -4.22
C  -3.15  2.75  -4.75
C  -4.13  3.44  -4.06
C  -3.82  4.04  -2.84
C  -2.53  3.94  -2.32
C  2.10  2.61  -4.53
H  4.20  -0.10  -4.35
H  4.37  0.32  -6.78
H  3.33  2.35  -7.73
H  2.11  4.36  -7.48
H  0.74  5.91  -6.11
H  -0.03  5.19  -3.89
H  -1.16  3.73  0.15
H  -0.51  5.30  1.91
H  1.62  6.54  1.74
H  3.09  6.20  -0.22
H  2.40  4.70  -2.03
H  -1.12  2.07  -4.77
H  -3.37  2.29  -5.71
H  -5.13  3.53  -4.47
H  -4.57  4.59  -2.30
H  -2.31  4.45  -1.40
F  1.64  -2.19  -1.87
C  2.81  -2.73  -1.45
C  3.90  -2.49  -2.24
F  3.69  -1.73  -3.34
C  5.20  -2.98  -1.97
C  5.25  -3.70  -0.75
C  4.16  -3.90  0.05
F  4.34  -4.57  1.20
C  2.88  -3.43  -0.24
C  1.74  -3.64  0.71
C  0.56  -2.89  0.32
N  -0.29  -2.20  -0.04
C  1.36  -5.01  1.02
N  1.07  -6.09  1.27
F  6.42  -4.20  -0.32
C  6.31  -2.75  -2.81
C  6.22  -1.97  -4.00
N  6.19  -1.35  -4.97
C  7.61  -3.24  -2.53
N  8.69  -3.62  -2.35
C  6.57  -4.04  5.65
Si  5.36  -3.12  4.55
C  4.95  -1.49  5.39
C  6.18  -2.73  2.92
Si  3.33  -4.32  4.28
Te  2.10  -2.65  2.75
Si  1.88  -4.00  6.11
C  0.15  -4.61  5.71
C  1.73  -2.19  6.58
C  2.55  -4.94  7.59
Si  3.54  -6.66  3.91
C  1.92  -7.48  4.35
C  4.82  -7.11  5.22
C  4.16  -7.31  2.28
H  7.39  -3.37  5.93
H  6.99  -4.90  5.15
H  6.10  -4.39  6.57
H  5.78  -0.80  5.26
H  4.77  -1.62  6.46
H  4.06  -1.02  4.96
H  7.06  -2.09  3.11
H  5.51  -2.18  2.26
H  6.52  -3.62  2.40
H  -0.23  -4.12  4.81
H  -0.52  -4.36  6.53
H  0.12  -5.68  5.54
H  1.58  -1.54  5.71
H  2.62  -1.82  7.10
H  0.87  -2.05  7.23
H  2.55  -6.02  7.41
H  1.93  -4.76  8.47
H  3.57  -4.64  7.83
H  1.72  -7.43  5.42
H  1.96  -8.53  4.06
H  1.08  -7.02  3.82
H  4.55  -6.74  6.21
H  5.80  -6.73  4.96
H  4.89  -8.20  5.28
H  3.43  -7.16  1.48
H  4.32  -8.38  2.39
H  5.09  -6.84  1.97
Cl  -3.78  -2.44  0.44
C  -3.18  -2.90  -1.10
C  -2.73  -1.95  -2.00
C  -2.17  -2.35  -3.21
Cl  -1.54  -1.15  -4.28
C  -2.08  -3.70  -3.54
Cl  -1.40  -4.17  -5.04
C  -2.56  -4.65  -2.65
Cl  -2.44  -6.32  -3.04
C  -3.10  -4.26  -1.43
Cl  -3.64  -5.44  -0.31

Values from the calculation:
ΔE to the lowest compared entry with this formula, charge and spin = 0.0000 eV
Orbital gap = 5.58 eV
Total charge = 0
Highest occupied orbital energy = -6.53 eV

Results of the Löwdin charge analysis, in e, for atoms 1 through 8:
1 Pb 1.208
2 C -0.049
3 O -0.087
4 C -0.238
5 C 0.024
6 C -0.054
7 C -0.031
8 C -0.137


Result set for max |F|: 0.48, 3.74, 0.97, 0.71 eV/A, one per record in the order listed.
Result set for energy: -3043.7940, -4611.3875, -6267.0028, -7984.4248 a.u., one per record in the order listed.